This record from the OMol25 dataset describes a cluster of 5 separate species, C43H50BrFNO23PS in total. The level of theory is the ωB97M-V functional and the def2-TZVPD basis.

Summary:
SMILES: C#CC[C@]1(P(C)CC)[C@@](O)(CCCOC)[C@](NCC)(OC[C@H](C)O)S(=O)(=O)O[C@@]1(F)Br.O=C1C=C(O)C(=O)C=C1O.O=C1C=C(O)C(=O)C=C1O.O=C1C=C(O)C(=O)C=C1O.O=C1C=C(O)C(=O)C=C1O
Frontier orbital gap: 0.22633 Ha
Spin multiplicity: 1
LUMO level: -0.062 Eh

CARTESIAN COORDINATES (ANGSTROEM)
H  4.98600  7.49374  3.14530
N  3.49196  -0.42673  -1.65435
C  3.36724  -11.59018  -2.89931
H  2.43141  1.86562  0.72981
C  -4.67376  10.48666  3.35737
C  -6.88558  -4.65762  -1.60624
H  -3.44247  -1.26630  -0.83841
C  3.92779  7.47405  2.92678
C  1.10352  -0.32894  -0.82213
H  2.96006  0.40095  -4.95482
H  -0.64567  3.40112  -1.62551
C  -2.54510  11.63741  3.91156
C  -7.80864  -5.06491  -0.49450
H  0.19981  1.66522  -0.60222
C  -7.41324  -4.76178  0.87337
C  3.40885  -5.39225  -2.99181
O  -4.48712  8.15451  3.07305
H  -5.06584  -3.71077  -2.15845
O  1.60651  -8.43631  -3.77816
C  1.11874  1.20515  -0.95083
H  4.40670  0.49191  -3.23601
C  3.38762  0.32204  -2.89119
S  3.17738  -0.94574  0.91672
O  -7.27998  -4.97736  -2.83392
H  2.98698  -1.22967  -4.42019
C  0.74676  -0.33311  1.74390
C  1.08950  7.59428  2.38261
H  4.12105  -6.03626  -2.48104
O  2.57141  -10.42245  0.36072
C  -2.45669  -0.92714  -1.16435
O  2.78767  -10.52749  -4.91995
H  1.04975  -5.48940  -2.45331
C  3.27357  6.33643  2.65497
C  2.11321  -9.38886  -2.99382
O  2.40739  -2.40808  -1.02719
H  -8.13696  -5.43329  -2.72902
O  1.39570  3.85006  -1.74644
H  3.15231  -4.72957  -0.95936
Br  0.15821  1.52588  2.24968
C  2.04076  -9.33344  -1.65933
O  -5.85704  -3.82054  2.34377
C  2.68728  -4.54784  -1.93056
H  -2.65802  -1.62214  1.76668
O  3.82688  -12.47481  -0.78372
H  1.87468  -4.32514  2.71478
H  -5.00302  -3.35920  2.24176
O  3.52348  -2.24409  1.36918
O  0.35835  -0.75122  -1.97969
H  0.02965  7.57798  2.17883
O  2.12312  -0.27235  1.94027
H  -4.19735  0.77947  2.26082
H  3.63800  -12.19906  0.13347
O  -2.00549  12.70413  4.13477
C  3.29907  -11.53624  -1.56280
C  2.77318  -10.53293  -3.70338
H  1.79252  -8.72169  -4.69347
C  1.20422  -3.94673  1.99635
C  -5.35482  -3.68871  -0.00116
H  0.84579  -1.41962  -2.46980
C  -3.95609  9.21877  3.32790
H  -0.77904  10.38116  4.12205
H  -8.07703  -5.07454  1.66680
H  1.15113  3.72240  0.29904
H  -4.05772  0.56112  0.53142
O  -1.87094  8.04981  3.62441
C  2.61555  -10.40401  -0.85305
C  -2.55558  -0.53784  1.69183
C  0.20451  -0.83615  0.37467
H  -1.87918  -1.72073  -1.63006
H  1.12640  1.41471  -2.01524
C  -4.02020  11.62335  3.63198
C  1.90288  3.50429  -0.45895
H  3.88156  -2.90030  -2.49899
H  -0.18548  4.74522  -2.65946
C  1.74247  8.72800  2.65620
C  1.80360  6.32741  2.35052
C  2.48438  -1.01407  -0.89140
H  2.14056  -2.85544  -3.01567
C  -5.73736  -4.01116  -1.36631
H  2.70020  -6.05231  -3.49045
C  -6.26367  -4.11865  1.11281
O  1.30454  -4.83327  -1.79929
O  4.33230  -0.11374  0.91473
H  3.23687  1.90182  -0.81313
H  4.40856  -0.81757  -1.52710
C  2.65618  -0.23883  -4.12261
H  2.78020  4.12917  -0.27473
H  -0.01940  -2.76703  -0.67535
H  -4.72680  -0.74467  1.46319
O  3.88020  5.15330  2.63744
C  0.04620  4.24646  -1.71994
H  3.19089  4.49820  2.41606
O  1.26996  5.26494  2.09376
O  1.11957  9.90723  2.69175
O  -4.63005  12.80492  3.67281
C  -1.83572  10.36665  3.90341
C  -0.12783  -2.35949  0.32597
H  -5.73469  10.46497  3.15244
C  -2.48928  9.23227  3.63376
F  0.24996  -1.02856  2.76874
O  3.75157  9.81307  3.15877
H  -0.16824  4.93784  -0.89979
H  -3.93588  13.45617  3.88839
H  -2.61523  -0.17554  -1.93533
H  1.57310  -0.15202  -4.08704
C  -3.98200  0.04495  1.49046
C  3.21500  8.74447  2.93526
H  3.01306  1.33932  -2.76928
H  1.56544  -8.51396  -1.13721
P  -1.55474  -0.04391  0.20475
C  2.26675  2.01018  -0.33562
O  -8.84443  -5.63309  -0.78138
H  -1.16545  -2.56039  0.57683
H  3.93376  -4.78190  -3.72203
H  3.85485  -12.40117  -3.42134
C  0.65670  -3.24887  1.18528
O  -4.33264  -3.09017  0.28210
H  -2.55622  7.38957  3.40544
C  2.84434  -3.04895  -2.19903
H  -2.13614  -0.15815  2.61452
H  1.80649  10.56808  2.90421

---

This record from the OMol25 dataset describes a structure of composition C43H50IrN6O2Te. The level of theory is the ωB97M-V functional and the def2-TZVPD basis.

Summary:
<S²>: 8.8037
Frontier orbital gap (alpha / beta): 0.25199 / 0.18946 Ha
Charge: +2
Spin multiplicity: 6
LUMO level (alpha / beta): -0.196 / -0.263 Eh

CARTESIAN COORDINATES (ANGSTROEM)
C  0.15285  -1.43529  1.76724
H  -6.17462  1.64867  -3.39515
H  2.67442  3.96024  2.46601
C  -0.60828  3.84360  4.42766
H  5.04041  0.74769  -2.09219
N  -0.75570  1.89960  -0.89268
H  -5.92141  -1.18225  -1.37689
N  0.48217  -0.19484  1.65271
H  -5.69219  0.38561  -4.51076
C  2.39781  2.53492  0.91780
C  2.33616  -4.60038  0.32093
H  -1.56091  1.48916  1.00196
O  -4.98675  -1.74146  1.20293
C  2.99534  1.31019  1.37171
C  -0.33970  1.07475  -3.13220
H  1.44191  4.42350  1.29989
H  3.39969  -4.82884  0.24203
N  2.02379  -3.48715  -0.57098
Te  -2.87338  3.93748  2.37197
N  0.68570  -2.43210  0.97212
H  -1.08041  -2.83479  2.63561
C  2.72427  2.69280  -0.44769
H  -2.60048  -5.59826  2.89879
H  3.10345  -0.21306  2.88107
C  1.47286  -2.32796  -0.15730
H  -0.69145  0.03396  5.05152
H  2.65151  -4.62594  -2.18525
H  -2.45716  -3.18952  -1.42156
C  -4.95391  -0.72532  -1.54523
H  1.76698  -5.49164  0.04731
H  0.01741  0.38901  2.34191
H  4.02734  -1.27141  1.03389
H  -1.28321  -6.50498  1.01554
C  2.59451  -3.57624  -1.90682
Ir  1.04567  0.77179  -0.26676
C  -1.72862  2.19080  0.18220
H  -1.84601  4.34866  -0.07377
H  2.29266  2.50674  -4.71935
C  0.19368  -0.11349  -5.16190
H  1.49887  4.31657  -1.15407
C  -0.65432  1.09824  4.85192
C  -1.76280  -4.88757  -0.31104
H  0.28906  -3.35248  1.10872
H  -1.41187  -0.64971  -3.85843
C  -0.60053  0.04244  -4.03767
C  0.27055  1.88844  5.52277
H  5.46871  -0.31882  0.72366
H  3.45656  0.76106  -2.86943
H  -3.91282  -3.50559  2.58946
H  0.86200  2.79125  -2.71927
H  2.13599  -4.34149  1.35654
C  -1.58365  3.61250  0.68433
C  1.49689  1.80382  -4.51312
H  3.99535  1.26235  3.23569
H  1.95279  -3.07290  -2.62987
H  -2.31573  1.08173  3.48064
H  1.10472  3.18250  2.51493
C  3.64808  0.70093  0.27588
C  -2.50682  0.58935  -1.92092
H  3.60393  -3.15648  -1.95231
C  -3.55847  0.87853  -2.73672
C  -1.18518  1.26642  -1.94708
C  -1.55393  1.68209  3.96717
C  4.46683  -0.54367  0.35016
H  3.16421  4.74095  -0.79636
C  -1.52640  3.05857  3.73679
C  -4.81124  0.22828  -2.57442
H  -1.20350  -5.29884  -1.14172
H  -0.56797  3.80926  1.01669
C  0.28602  3.25932  5.31576
H  2.79265  3.85271  -2.26631
C  -3.90002  -1.07719  -0.74447
C  1.24144  0.76595  -5.40104
H  -1.24378  -1.24153  3.22333
C  4.11339  1.31140  -2.18959
O  -1.65257  -0.74048  -0.18210
H  -0.59388  4.91532  4.27766
C  1.86402  3.57761  1.83974
C  -2.55368  -5.05721  1.96299
H  4.58519  -1.01629  -0.62455
C  -3.28078  -3.88832  1.79829
H  -0.01351  -0.91291  -5.85962
C  3.48716  1.53642  -0.85488
C  0.71277  1.95708  -3.38422
H  1.84510  0.65583  -6.29171
H  0.95742  1.43887  6.22748
H  -3.46036  1.64280  -3.49901
H  4.35170  2.25617  -2.67685
H  0.98719  3.87979  5.85803
C  -3.24115  -3.20914  0.58030
C  -2.47414  -3.70534  -0.46965
C  -2.61793  -0.44871  -0.90759
C  2.52840  3.95787  -1.21651
N  -0.68834  -1.90858  2.71432
C  3.07546  0.87210  2.78951
H  2.26429  -1.27058  -1.56787
C  -4.10573  -2.00881  0.41916
C  -5.95090  0.58222  -3.46784
N  1.62032  -1.19990  -0.79195
H  -6.84866  0.02174  -3.22091
H  -2.74906  2.03416  -0.17272
H  2.24209  1.24903  3.38129
C  -1.80584  -5.56334  0.90232

---

This record from the OMol25 dataset describes a structure of composition C43H50N8O8SbSi3TeTl. The level of theory is the ωB97M-V functional and the def2-TZVPD basis.

Summary:
Frontier orbital gap (alpha / beta): 0.12938 / 0.12940 Ha
Charge: -2
Spin multiplicity: 1
LUMO level (alpha / beta): 0.134 / 0.134 Eh

CARTESIAN COORDINATES (ANGSTROEM)
H  -0.02350  -5.05928  3.83075
H  0.53514  5.07546  0.56673
N  -1.52319  -1.66188  -2.79638
H  -3.77920  3.48159  -2.28136
O  2.46410  3.66024  -1.94037
C  -4.98968  2.96354  1.48522
C  -1.49207  -0.72201  -4.99763
H  2.70010  -5.53907  0.62695
H  -0.40143  1.94262  -3.01775
C  1.01336  3.11421  2.79858
H  1.50831  2.86361  1.85835
H  -4.73751  2.18889  -1.56554
N  -0.70812  -2.84344  1.45955
H  2.91130  5.64742  -1.86383
N  2.32372  -0.48938  3.08575
C  0.17403  -1.04768  4.03526
H  7.07017  -0.31100  -1.35240
C  -3.64965  5.43906  0.41074
H  -1.47287  5.10353  2.61698
C  -4.47322  3.24393  -1.47277
H  0.07747  -4.38702  -0.48167
H  -2.03917  -4.04647  4.85494
H  -4.66279  3.16419  2.50860
C  3.26258  4.71480  -1.41694
C  3.64578  1.66927  -1.30505
H  -2.12855  1.92928  4.67648
H  -5.95850  3.45115  1.33828
N  -2.42978  -1.68926  -0.25686
H  -3.06539  5.91482  -0.37846
H  -5.94831  -0.52511  0.74182
C  -1.68278  4.28119  3.30419
H  0.63267  5.50634  -1.15080
H  -3.23381  5.75004  1.36868
C  -0.96049  -1.51090  -3.98898
C  2.79623  -7.34289  -1.88752
H  -4.18872  0.31699  -3.27104
H  -2.80408  0.09774  3.33114
C  -2.68005  -0.05950  -4.73616
Si  -3.71532  3.56333  0.22334
H  2.48028  -8.98177  -3.23926
C  1.12952  -5.60057  -1.92214
N  5.43589  -1.14843  0.51261
H  4.31455  4.55822  -1.66881
O  6.75778  2.56387  -3.88283
C  -2.79564  -1.76873  1.04371
H  -5.21738  -0.39047  -1.62759
C  -4.94864  -0.83851  0.46081
H  -4.67672  5.81034  0.34275
H  0.37191  -8.05051  -4.14326
C  -0.44861  2.98652  -2.69912
C  0.06866  4.93522  -0.41139
C  -3.24376  -1.17705  -1.15824
H  2.71442  -1.26016  3.60374
O  6.54958  -1.68514  0.43855
Tl  0.47217  -0.70260  -0.18936
Sb  -1.77277  1.92698  0.50406
C  3.82967  0.49905  -0.39551
H  -0.94746  5.32792  -0.35428
O  1.34760  2.23973  -0.53652
N  1.30618  -2.54569  5.79018
H  -5.37727  3.84457  -1.61108
H  -3.06967  -2.11231  3.77601
H  -4.42252  -1.36466  2.45031
H  2.80240  -0.24572  2.21650
C  -4.54223  -0.75347  -0.86745
H  4.52337  2.71161  -3.00647
C  -2.66791  -1.02635  -2.53920
H  -5.12565  1.88421  1.38747
H  3.72809  -7.73985  -1.50090
Si  -0.81584  2.69349  2.72600
H  -3.12757  0.58778  -5.48060
Te  2.49979  -3.26952  -0.79402
C  0.78736  -1.92928  4.96052
H  -0.98058  -0.62064  -5.94514
H  0.09546  -3.69102  -2.09435
C  2.55579  2.48613  -1.19670
H  -1.45755  3.35603  -2.89889
C  5.10799  -0.13948  -0.42562
C  0.91509  -7.51888  -3.37098
H  -1.30559  4.56805  4.29201
C  -1.84850  -2.32557  1.95857
O  7.90037  0.84779  -3.29446
H  0.96169  -4.00006  1.76173
C  0.03912  -3.62635  2.19594
C  5.86423  1.21965  -2.23431
C  2.32361  -6.12763  -1.41330
C  3.05133  -5.30911  -0.38064
C  -1.35095  1.43880  4.07892
H  1.15865  4.17676  3.01051
O  4.63973  -1.47768  1.40718
C  4.67428  1.95695  -2.25305
C  0.68197  -4.27087  -1.38478
C  -2.03058  -2.27550  3.48100
C  2.09543  -8.04050  -2.86539
H  -0.02589  -2.04250  -4.14196
O  0.44371  0.39813  2.20938
C  6.12924  0.20637  -1.35889
C  -1.53600  -3.59063  4.01120
O  2.87917  0.15363  0.35763
H  3.16290  4.76563  -0.32889
N  -1.87058  0.12582  3.71706
C  0.43562  -6.30222  -2.89814
C  -4.08544  -1.30838  1.42333
H  1.50784  2.52567  3.57405
C  -0.46506  -4.15532  3.42778
H  -2.76750  4.17008  3.37440
H  -0.49625  1.25805  4.73568
Si  0.00776  3.12176  -0.88903
C  0.98366  -0.32311  3.08302
H  -0.48159  -5.88628  -3.29933
H  0.26762  3.55832  -3.29271
H  4.13003  -5.44258  -0.41361
C  -3.27654  -0.21375  -3.49800
C  -1.22631  -1.03123  3.82897
N  6.90628  1.55860  -3.19614

---

This record from the OMol25 dataset describes a structure of composition C43H51BBr2IrN11O4S4. The level of theory is the ωB97M-V functional and the def2-TZVPD basis.

Summary:
<S²>: 0.7998
Frontier orbital gap (alpha / beta): 0.17501 / 0.17550 Ha
Charge: +1
Spin multiplicity: 2
LUMO level (alpha / beta): -0.177 / -0.177 Eh

CARTESIAN COORDINATES (ANGSTROEM)
H  2.16335  -3.08810  -2.53160
C  1.02999  -1.28227  5.48107
C  1.12449  0.19698  -5.36281
C  -2.36574  -2.36265  4.31379
H  -2.51994  -1.83634  3.37857
C  3.93680  2.53516  0.45757
C  -4.68198  0.05172  1.46354
C  -1.87605  -0.16507  5.43431
H  0.12757  -6.17944  -2.68404
H  -1.98028  -3.35584  4.09535
H  -0.87760  -1.78530  7.36088
C  -1.40857  -1.60895  5.23274
C  -4.42737  0.96551  -3.45458
N  3.95390  1.09944  0.77626
H  2.78300  3.88836  -0.76557
H  -5.76106  4.49762  -4.70873
H  2.77456  2.97962  2.24218
H  5.87497  0.54487  0.00694
C  2.87291  2.81563  -0.60676
N  -4.08173  -0.34756  -0.79339
H  0.82444  3.65672  0.95403
H  -1.13115  -3.77451  -0.99508
C  1.62594  -5.11786  0.77091
C  0.83543  -4.50500  -1.56307
H  5.50768  2.51179  -1.05490
N  -1.80467  -0.35804  -1.28747
S  1.75223  -1.50542  -0.63131
N  3.42778  -0.85957  1.62134
H  4.52575  3.07648  2.45113
Br  -3.67809  2.98438  -0.50820
Br  1.26355  -1.67079  -5.26739
H  3.71835  -2.55431  3.01572
H  -1.18620  1.89083  -3.49176
O  0.68855  1.05893  -1.89676
N  -2.40927  0.15483  0.81064
H  -5.43441  0.12136  2.23010
C  -2.36258  3.25197  0.84690
N  -0.04818  -1.54460  4.67527
H  1.06053  0.15370  -7.49543
C  1.93165  -4.14844  -2.56804
H  -5.02101  0.10103  -3.21291
H  5.20467  -1.88457  1.04084
C  5.29556  2.96947  -0.09213
H  0.95566  4.03127  -5.70420
H  -1.83234  0.37032  4.48813
H  3.16189  2.35787  -1.55110
S  -2.20499  -0.60847  -2.87347
H  0.97419  2.60562  -7.72633
H  3.16924  -1.20350  4.98415
H  6.09318  2.73646  0.60865
C  4.99131  0.24339  0.52488
C  -2.25083  1.97838  -3.61479
H  -0.27360  -6.28661  -0.97479
N  1.34729  -4.21044  -0.21236
N  2.25387  -3.12285  1.46777
H  1.90039  2.41337  -0.33237
C  -1.80478  3.97550  3.02815
C  -0.42209  -3.67376  -1.81463
C  -2.78190  3.59901  2.12231
N  -4.76295  4.38570  -4.70765
H  -3.32665  -2.46915  4.80940
C  2.18041  -4.44189  1.80707
S  -0.49419  -1.92052  1.97862
B  2.83236  -2.04986  2.40463
H  -0.83155  -3.30511  6.46166
H  0.93229  -1.09328  6.52721
O  -3.04030  -1.76151  -3.01035
C  1.00268  2.15674  -6.74364
C  -4.99655  -0.23710  0.13666
H  2.53068  -4.80371  2.75092
H  -6.07498  2.22576  -3.98102
C  3.70267  3.28885  1.77055
C  -2.80180  -0.19609  -0.44496
H  -0.19185  -2.61962  -1.94501
C  1.05026  0.78028  -6.61906
H  2.83804  -4.71856  -2.37346
H  3.67105  4.35847  1.58609
C  0.99406  2.95597  -5.61122
C  -0.18445  3.60817  1.32893
Ir  -0.12877  0.18184  0.10025
H  -1.23838  0.35107  6.14855
H  5.27830  4.04748  -0.23002
C  -1.35696  -2.35887  6.57281
H  -2.08417  4.26156  4.02950
C  1.10867  0.99183  -4.22225
H  -4.19706  5.20329  -4.85010
C  2.14138  -1.33453  4.71744
C  4.66301  -0.96167  1.04352
O  1.68971  -0.73430  -2.75612
H  -3.83057  3.61945  2.37472
C  -3.05011  0.88389  -3.33791
O  -0.95955  -0.63070  -3.59450
C  -4.20451  3.25069  -4.21428
H  1.02611  2.98297  -3.46264
H  0.30048  4.39319  3.25600
N  1.76602  -1.61924  3.43535
C  -5.00261  2.14303  -3.88343
H  -0.90128  -4.00550  -2.73064
C  0.50123  -5.99338  -1.68031
H  1.38321  -6.61547  -1.53770
H  -2.19172  4.00010  -4.30323
H  -6.02214  -0.35949  -0.19004
C  -0.48213  4.02141  2.61545
C  -2.81295  3.15149  -4.06148
H  1.58812  -4.36395  -3.57534
S  1.45269  0.98795  1.91309
C  1.72415  -2.99785  0.23937
C  0.41876  -1.70867  3.41022
C  1.13359  0.37303  -2.84443
H  1.42346  -6.16391  0.68104
H  -3.01375  0.56964  2.72531
H  -2.89696  -0.14783  5.80425
C  1.04287  2.37414  -4.35611
C  2.99369  0.39719  1.42040
C  -3.34217  0.27557  1.73499
N  -1.10253  3.18203  0.47089
H  -2.37066  -2.56835  6.90394